# 1
Molecular formula: C21H34N2
Method: DFT, ωB97M-V/def2-TZVPD

Properties
SMILES   [H]/N=c1/c2c(n(CCCCCCCCC)c3c1CCC3)CCCC2
Electronic energy   -25309.73703 eV
Maximum force   0.59 eV Å⁻¹
Net charge   0
ΔE to the lowest compared entry with this formula, charge and spin   12.2 kJ/mol
LUMO level   0.69 eV
Kohn-Sham gap   7.982 eV

CARTESIAN COORDINATES (ANGSTROEM)
H  2.366  0.098  -4.983
N  1.352  0.179  -4.969
C  0.834  -0.139  -3.837
C  -0.612  -0.095  -3.673
C  -1.210  -0.307  -2.477
N  -0.468  -0.545  -1.324
C  -1.035  -0.356  -0.005
C  -1.273  1.126  0.326
C  0.008  1.944  0.531
C  0.371  2.174  2.000
C  0.700  0.902  2.777
C  1.087  1.213  4.221
C  1.581  -0.011  4.994
C  0.557  -1.138  5.145
C  -0.691  -0.719  5.913
C  0.873  -0.758  -1.476
C  1.517  -0.596  -2.653
C  2.976  -0.935  -2.525
C  3.036  -1.706  -1.199
C  1.805  -1.247  -0.399
C  -2.711  -0.367  -2.345
C  -3.401  -0.522  -3.697
C  -2.845  0.505  -4.672
C  -1.383  0.178  -4.932
H  -0.349  -0.788  0.722
H  -1.984  -0.894  0.070
H  -1.890  1.181  1.225
H  -1.846  1.570  -0.488
H  0.839  1.463  0.012
H  -0.123  2.925  0.069
H  -0.460  2.686  2.492
H  1.234  2.843  2.040
H  1.532  0.384  2.293
H  -0.165  0.239  2.771
H  1.888  1.958  4.218
H  0.235  1.658  4.738
H  1.892  0.312  5.990
H  2.464  -0.412  4.488
H  0.270  -1.513  4.160
H  1.038  -1.962  5.677
H  -1.335  -1.579  6.084
H  -1.260  0.025  5.362
H  -0.418  -0.298  6.879
H  3.575  -0.019  -2.483
H  3.338  -1.531  -3.364
H  2.959  -2.776  -1.399
H  3.965  -1.530  -0.658
H  2.074  -0.438  0.285
H  1.380  -2.063  0.188
H  -2.983  -1.216  -1.712
H  -3.088  0.538  -1.861
H  -3.218  -1.524  -4.090
H  -4.479  -0.400  -3.569
H  -3.405  0.491  -5.608
H  -2.935  1.503  -4.238
H  -0.874  0.989  -5.455
H  -1.303  -0.701  -5.577

Here are the Mulliken charges for atoms 1 to 2, given in e: atom 1 (H): 0.20, atom 2 (N): -0.88

=====

# 2
Molecular formula: C21H34N2O4S
Method: DFT, ωB97M-V/def2-TZVPD

Properties
SMILES   Cc1ccc(S(=O)(=O)NC[C@H]2CC[C@H](C(=O)NCCCOC(C)C)CC2)cc1
Electronic energy   -44334.99879 eV
Maximum force   0.91 eV Å⁻¹
Net charge   0
ΔE to the lowest compared entry with this formula, charge and spin   7.8 kJ/mol
LUMO level   0.72 eV
Kohn-Sham gap   9.997 eV

CARTESIAN COORDINATES (ANGSTROEM)
C  8.357  -3.573  -1.150
C  6.998  -2.953  -1.041
C  6.717  -2.048  -0.022
C  5.470  -1.456  0.073
C  4.501  -1.769  -0.859
S  2.871  -1.060  -0.719
O  2.265  -1.017  -2.018
O  2.952  0.148  0.057
N  2.119  -2.245  0.200
C  0.890  -2.833  -0.285
C  -0.377  -2.103  0.176
C  -1.621  -2.832  -0.334
C  -2.893  -2.122  0.117
C  -2.908  -0.672  -0.365
C  -4.139  0.051  0.166
O  -4.673  -0.223  1.221
N  -4.585  1.040  -0.643
C  -5.655  1.934  -0.266
C  -5.160  3.354  0.005
C  -4.191  3.401  1.192
O  -3.636  4.684  1.379
C  -4.131  5.443  2.469
C  -3.187  6.631  2.621
C  -5.572  5.918  2.262
C  -1.659  0.058  0.147
C  -0.392  -0.655  -0.313
C  4.757  -2.662  -1.881
C  6.005  -3.251  -1.970
H  8.315  -4.509  -1.701
H  8.778  -3.758  -0.165
H  9.029  -2.898  -1.680
H  7.483  -1.808  0.701
H  5.237  -0.744  0.848
H  2.076  -1.962  1.167
H  0.959  -2.804  -1.374
H  0.860  -3.879  0.041
H  -0.396  -2.105  1.273
H  -1.590  -2.867  -1.426
H  -1.626  -3.860  0.033
H  -2.963  -2.125  1.206
H  -3.770  -2.644  -0.271
H  -2.913  -0.650  -1.460
H  -4.057  1.280  -1.467
H  -6.406  1.951  -1.063
H  -6.103  1.508  0.636
H  -6.020  3.995  0.199
H  -4.644  3.745  -0.875
H  -4.693  3.051  2.102
H  -3.351  2.725  0.992
H  -4.091  4.825  3.383
H  -3.461  7.223  3.490
H  -3.237  7.253  1.732
H  -2.166  6.277  2.736
H  -6.263  5.078  2.248
H  -5.651  6.458  1.322
H  -5.857  6.581  3.075
H  -1.693  0.085  1.238
H  -1.651  1.089  -0.215
H  -0.336  -0.646  -1.404
H  0.484  -0.121  0.058
H  3.978  -2.871  -2.596
H  6.215  -3.948  -2.768

Here are the Mulliken charges for atoms 1 to 2, given in e: atom 1 (C): -1.41, atom 2 (C): 0.90

=====

# 3
Molecular formula: C21H34O10S3
Method: DFT, ωB97M-V/def2-TZVPD

Properties
SMILES   CCCCCCCCCCCC1=CC(=O)C(S)=CC1=O.O=S1(=O)OCCO1.O=S1(=O)OCCO1
Electronic energy   -75305.96222 eV
Maximum force   1.74 eV Å⁻¹
Net charge   0
ΔE to the lowest compared entry with this formula, charge and spin   54.9 kJ/mol
LUMO level   -1.30 eV
Kohn-Sham gap   8.239 eV

CARTESIAN COORDINATES (ANGSTROEM)
C  -1.079  2.583  1.993
C  0.082  2.016  1.112
C  1.205  3.065  0.887
C  2.356  3.030  1.927
C  2.952  1.599  2.069
C  4.427  1.551  2.565
C  5.363  0.554  1.804
C  4.673  -0.728  1.274
C  4.614  -0.861  -0.281
C  4.482  0.484  -1.063
C  3.809  0.221  -2.440
C  2.291  0.216  -2.370
C  1.598  1.322  -2.604
C  0.092  1.376  -2.574
O  -0.518  2.297  -3.014
C  -0.682  0.196  -1.996
S  -2.431  0.290  -1.649
C  0.007  -0.907  -1.743
C  1.483  -1.024  -2.025
O  1.963  -2.118  -1.993
H  -1.762  3.132  1.326
H  -1.622  1.733  2.433
H  -0.636  3.234  2.760
H  -0.342  1.787  0.115
H  0.426  1.057  1.528
H  0.716  4.057  0.916
H  1.653  2.938  -0.114
H  2.060  3.431  2.912
H  3.161  3.692  1.555
H  2.758  1.063  1.127
H  2.341  1.085  2.837
H  4.847  2.564  2.401
H  4.447  1.413  3.658
H  6.125  0.225  2.535
H  5.917  1.125  1.045
H  5.256  -1.596  1.633
H  3.654  -0.886  1.661
H  3.815  -1.559  -0.574
H  5.563  -1.322  -0.610
H  4.022  1.304  -0.495
H  5.515  0.812  -1.288
H  4.152  -0.751  -2.828
H  4.107  1.037  -3.120
H  2.078  2.276  -2.846
H  -2.876  1.077  -2.668
H  -0.531  -1.754  -1.304
O  -3.016  -3.895  1.529
S  -3.734  -4.407  0.417
O  -5.151  -4.397  0.358
O  -3.208  -5.898  0.120
C  -2.709  -5.981  -1.219
C  -2.215  -4.586  -1.539
O  -3.168  -3.714  -0.921
H  -3.534  -6.271  -1.873
H  -1.918  -6.725  -1.283
H  -2.160  -4.397  -2.609
H  -1.238  -4.397  -1.087
O  -6.546  3.253  0.179
S  -6.858  1.990  -0.387
O  -7.634  1.855  -1.565
O  -7.497  1.067  0.769
C  -6.720  -0.125  0.928
C  -5.316  0.270  0.523
O  -5.489  1.161  -0.582
H  -7.125  -0.889  0.260
H  -6.771  -0.480  1.955
H  -4.712  -0.587  0.233
H  -4.811  0.817  1.323

Here are the Mulliken charges for atoms 1 to 2, given in e: atom 1 (C): -1.37, atom 2 (C): 0.61

=====

# 4
Molecular formula: C21H35AsBMnO10P2
Method: DFT, ωB97M-V/def2-TZVPD

Properties
Electronic energy   -154240.43266 eV
Maximum force   1.93 eV Å⁻¹
<S²>   0.76
Net charge   -1
ΔE to the lowest compared entry with this formula, charge and spin   259.2 kJ/mol
2S+1   2
LUMO level (spin up / spin down)   2.49 / 2.49 eV
Kohn-Sham gap (spin up / spin down)   6.557 / 6.242 eV

CARTESIAN COORDINATES (ANGSTROEM)
Mn  -0.334  -0.184  0.058
C  -1.926  -0.386  2.026
C  -2.651  0.511  1.230
C  -2.927  -0.136  0.001
C  -2.370  -1.423  0.029
C  -1.724  -1.580  1.284
C  -1.218  -2.872  1.858
C  -2.653  -2.528  -0.942
C  -3.808  0.409  -1.076
C  -3.110  1.896  1.587
C  -1.500  -0.211  3.452
H  -2.039  -3.464  2.282
H  -0.494  -2.688  2.655
H  -0.728  -3.484  1.099
H  -3.611  -3.011  -0.710
H  -1.871  -3.290  -0.908
H  -2.709  -2.161  -1.971
H  -4.856  0.135  -0.910
H  -3.526  0.018  -2.060
H  -3.752  1.498  -1.111
H  -4.195  1.939  1.731
H  -2.852  2.608  0.797
H  -2.650  2.249  2.515
H  -1.929  -1.000  4.079
H  -1.832  0.746  3.861
H  -0.417  -0.263  3.557
C  1.168  3.770  0.549
C  2.134  2.686  0.992
O  3.403  3.237  1.393
P  2.548  1.574  -0.391
O  3.482  0.446  0.191
O  3.548  2.493  -1.249
O  1.457  1.063  -1.249
P  1.511  1.590  2.353
O  0.320  2.425  3.062
O  2.659  1.462  3.283
O  0.876  0.399  1.681
H  1.620  4.378  -0.240
H  0.927  4.412  1.396
H  0.250  3.314  0.164
H  3.631  2.748  2.209
H  2.931  -0.366  0.352
H  4.129  2.959  -0.621
H  -0.513  2.204  2.617
C  -0.485  0.310  -3.462
As  -0.807  1.995  -2.603
C  0.543  3.281  -3.083
C  -2.372  2.714  -3.485
O  -1.153  1.868  -0.988
H  -0.064  0.434  -4.459
H  -1.441  -0.209  -3.514
H  0.182  -0.252  -2.813
H  0.488  3.498  -4.150
H  1.519  2.882  -2.819
H  0.350  4.183  -2.506
H  -2.191  2.878  -4.548
H  -2.626  3.658  -3.005
H  -3.194  2.017  -3.349
O  0.810  -3.396  -0.849
B  0.797  -1.993  -0.591
O  2.035  -1.813  0.207
C  2.643  -3.022  0.382
C  3.810  -3.325  1.047
C  4.204  -4.667  1.051
C  3.448  -5.638  0.404
C  2.265  -5.309  -0.265
C  1.890  -3.984  -0.261
H  4.382  -2.554  1.551
H  5.119  -4.951  1.557
H  3.780  -6.670  0.418
H  1.671  -6.060  -0.772

Here are the Mulliken charges for atoms 1 to 2, given in e: atom 1 (Mn): 2.21, atom 2 (C): 0.95

=====

# 5
Molecular formula: C21H35BO2P2Pd
Method: DFT, ωB97M-V/def2-TZVPD

Properties
Electronic energy   -49154.69548 eV
Maximum force   3.51 eV Å⁻¹
<S²>   6.03
Net charge   +2
ΔE to the lowest compared entry with this formula, charge and spin   85.7 kJ/mol
2S+1   5
LUMO level (spin up / spin down)   -5.14 / -9.48 eV
Kohn-Sham gap (spin up / spin down)   6.248 / 5.012 eV

CARTESIAN COORDINATES (ANGSTROEM)
P  3.293  0.747  -1.379
P  2.695  -2.242  -0.522
C  4.738  -0.455  -1.323
C  4.295  -1.913  -1.435
H  5.278  -0.262  -0.378
H  5.396  -0.189  -2.169
H  4.135  -2.219  -2.486
H  5.048  -2.580  -0.982
C  3.473  -2.381  1.152
H  2.709  -2.731  1.861
H  3.870  -1.410  1.486
H  4.290  -3.118  1.079
C  2.539  -4.024  -0.902
H  3.449  -4.538  -0.558
H  2.415  -4.140  -1.988
H  1.657  -4.409  -0.375
C  4.283  2.291  -1.348
H  3.598  3.131  -1.516
H  5.045  2.249  -2.140
H  4.757  2.381  -0.361
C  3.086  0.621  -3.214
H  2.715  -0.370  -3.507
H  4.068  0.804  -3.680
H  2.373  1.392  -3.533
Pd  -1.637  0.727  0.414
C  -0.837  -1.492  0.246
C  -0.224  -0.911  1.346
C  1.095  -0.192  1.363
C  1.144  1.339  1.155
C  0.320  1.880  0.030
C  -0.094  1.228  -1.134
C  0.358  -0.126  -1.579
C  -0.443  -1.405  -1.185
C  -3.490  2.721  -0.292
H  -1.683  -2.161  0.432
H  -0.638  -1.145  2.338
H  1.736  -0.627  0.581
H  1.614  -0.416  2.309
H  0.778  1.805  2.083
H  2.199  1.623  1.050
H  0.102  2.954  0.109
H  -0.600  1.836  -1.894
H  1.370  -0.292  -1.159
H  0.475  -0.124  -2.672
H  -1.363  -1.410  -1.785
H  0.161  -2.266  -1.512
H  -4.285  2.664  -1.040
H  -2.531  2.712  -0.825
H  -3.572  3.677  0.233
O  -3.846  1.803  2.148
B  -3.646  1.509  0.714
O  -4.633  0.450  0.355
C  -5.473  0.368  1.409
C  -6.775  -0.119  1.409
C  -7.626  0.268  2.436
C  -7.178  1.073  3.489
C  -5.853  1.518  3.536
C  -5.008  1.182  2.482
H  -7.105  -0.755  0.585
H  -8.674  -0.056  2.421
H  -7.864  1.365  4.286
H  -5.478  2.155  4.332

Here are the Mulliken charges for atoms 1 to 2, given in e: atom 1 (P): 1.35, atom 2 (P): 1.24

=====

# 6
Molecular formula: C21H35BO2P2W
Method: DFT, ωB97M-V/def2-TZVPD

Properties
Electronic energy   -47494.99125 eV
Maximum force   9.19 eV Å⁻¹
<S²>   2.03
Net charge   +2
ΔE to the lowest compared entry with this formula, charge and spin   280.5 kJ/mol
2S+1   3
LUMO level (spin up / spin down)   -8.33 / -8.62 eV
Kohn-Sham gap (spin up / spin down)   4.778 / 4.486 eV

CARTESIAN COORDINATES (ANGSTROEM)
P  -0.666  -2.299  -2.282
P  -0.672  0.585  -2.409
C  -1.434  -1.557  -3.842
C  -0.582  -0.331  -4.117
H  -2.475  -1.264  -3.614
H  -1.402  -2.285  -4.680
H  0.504  -0.513  -4.252
H  -0.910  0.409  -4.887
C  -2.266  1.377  -2.879
H  -2.505  2.169  -2.163
H  -3.079  0.643  -2.912
H  -2.120  1.841  -3.883
C  0.335  2.014  -3.069
H  -0.079  2.309  -4.069
H  1.401  1.831  -3.253
H  0.339  2.943  -2.482
C  -1.581  -3.804  -2.192
H  -1.374  -4.322  -1.276
H  -1.292  -4.432  -3.028
H  -2.643  -3.611  -2.199
C  0.942  -2.753  -3.182
H  1.738  -1.997  -3.006
H  0.695  -2.863  -4.304
H  1.351  -3.661  -2.678
W  -0.924  -0.864  -0.577
C  2.481  2.682  1.370
C  1.183  2.692  1.610
C  0.231  2.228  0.496
C  0.456  0.921  -0.071
C  1.480  -0.016  0.080
C  2.768  0.060  -0.340
C  3.278  1.344  -0.769
C  3.570  2.026  0.585
C  -0.732  -2.484  0.980
H  2.981  3.555  1.891
H  0.723  3.210  2.435
H  0.324  2.760  -0.501
H  -0.794  2.463  0.832
H  -1.332  0.019  1.166
H  -1.035  0.787  -0.387
H  0.969  -1.100  0.020
H  3.313  -0.838  -0.570
H  2.601  1.974  -1.361
H  4.236  1.165  -1.311
H  3.988  1.228  1.225
H  4.423  2.726  0.447
H  -0.118  -2.298  1.919
H  -0.084  -3.225  0.466
H  -1.693  -2.890  1.226
O  -2.416  -0.627  3.087
B  -1.273  -0.658  2.199
O  -0.064  -0.208  2.916
C  -0.495  -0.010  4.171
C  0.297  0.437  5.205
C  -0.343  0.636  6.418
C  -1.703  0.367  6.574
C  -2.489  -0.086  5.517
C  -1.882  -0.251  4.288
H  1.347  0.629  5.004
H  0.236  1.005  7.251
H  -2.190  0.527  7.536
H  -3.542  -0.310  5.632

Here are the Mulliken charges for atoms 1 to 2, given in e: atom 1 (P): 1.06, atom 2 (P): 0.67

=====

# 7
Molecular formula: C21H35BeN4O11S2
Method: DFT, ωB97M-V/def2-TZVPD

Properties
Electronic energy   -72885.03822 eV
Maximum force   5.85 eV Å⁻¹
Net charge   +1
LUMO level   -5.95 eV
Kohn-Sham gap   4.818 eV

CARTESIAN COORDINATES (ANGSTROEM)
Be  5.734  -6.085  2.470
C  3.169  -2.572  3.113
C  2.666  -3.792  2.342
C  1.804  -3.329  1.221
O  3.708  -4.661  2.142
H  3.873  -2.673  3.939
H  2.294  -2.206  3.651
H  3.579  -1.806  2.454
H  1.876  -4.279  2.915
H  2.380  -2.758  0.493
H  1.001  -2.633  1.464
H  1.676  -4.149  0.514
O  4.752  -7.226  0.547
C  3.810  -7.163  -0.296
N  2.802  -6.296  -0.209
C  3.888  -8.126  -1.423
H  2.317  -6.117  -1.076
H  2.764  -5.672  0.584
H  3.280  -7.754  -2.248
H  3.513  -9.092  -1.087
H  4.941  -8.288  -1.654
O  5.196  -6.000  5.055
C  4.799  -5.643  6.138
N  3.739  -4.887  6.147
C  5.601  -5.894  7.426
H  3.406  -4.580  5.245
H  3.277  -4.581  6.991
H  5.400  -6.940  7.659
H  5.227  -5.223  8.199
H  6.675  -5.859  7.244
N  1.881  -2.875  6.982
C  1.048  -1.833  6.702
C  -0.174  -1.661  7.356
C  -0.616  -2.731  8.176
C  0.197  -3.858  8.355
C  1.422  -3.891  7.725
H  1.642  -1.023  6.304
H  -0.824  -0.809  7.223
H  -1.508  -2.677  8.782
H  0.000  -4.697  9.006
H  2.025  -4.763  7.928
N  7.442  -4.074  3.701
C  8.290  -4.193  4.786
C  8.882  -3.164  5.550
C  8.447  -1.900  5.182
C  7.455  -1.772  4.204
C  6.985  -2.871  3.435
H  8.650  -5.201  4.928
H  9.650  -3.352  6.286
H  8.903  -1.054  5.675
H  7.074  -0.820  3.864
H  6.271  -2.820  2.627
C  2.714  -2.969  -4.924
C  2.815  -1.645  -4.123
O  1.903  -1.777  -3.064
S  1.215  -3.322  -3.093
O  -0.195  -3.220  -2.863
O  1.975  -4.240  -2.265
O  1.509  -3.540  -4.679
H  3.610  -3.569  -4.765
H  2.661  -2.752  -5.990
H  2.505  -0.759  -4.676
H  3.852  -1.389  -3.907
C  -0.653  -0.029  -0.071
C  0.899  0.131  -0.183
O  1.218  0.188  1.112
S  0.108  1.097  1.953
O  0.515  2.519  1.736
O  -0.133  0.619  3.363
O  -1.110  0.840  0.836
H  -0.910  -1.046  0.226
H  -1.196  0.220  -0.982
H  1.088  1.103  -0.639
H  1.514  -0.694  -0.542

Here are the Mulliken charges for atoms 1 to 2, given in e: atom 1 (Be): 1.31, atom 2 (C): -1.21